A 3-piece molecular cluster, C8H15N overall in a non-equilibrium geometry, computed with ωB97M-V/def2-TZVPD.

Each atom is followed by the atoms it is bonded to, with distances in Å.
Element x y z (Å)
1 C 1.605 1.559 0.215  H2 1.091, C10 1.454, H16 1.097, C18 1.532
2 H 0.790 1.694 0.929  C1 1.091
3 H 0.439 -2.029 -1.799  C14 1.091
4 H -3.141 0.709 1.830  C7 1.084
5 H -3.281 -0.279 -0.434  C15 1.079
6 H 0.692 -2.931 -0.285  C14 1.099
7 C -2.519 1.067 1.017  H4 1.084, H12 1.082, C15 1.350
8 H 1.827 1.299 -1.926  C18 1.088
9 N -0.456 -1.079 1.005  H13 1.052, C22 1.286, H24 1.022
10 C 2.381 0.390 0.595  C1 1.454, C21 1.199
11 H -0.793 -3.143 -1.246  C14 1.092
12 H -2.034 2.021 1.175  C7 1.082
13 H -0.989 -0.292 1.455  N9 1.052
14 C -0.054 -2.415 -0.906  H3 1.091, H6 1.099, H11 1.092, C22 1.490
15 C -2.573 0.504 -0.208  H5 1.079, C7 1.350, H23 1.080
16 H 2.253 2.442 0.278  C1 1.097
17 H 0.355 0.577 -1.257  C18 1.093
18 C 1.029 1.434 -1.199  C1 1.532, H8 1.088, H17 1.093, H20 1.089
19 H 3.611 -1.429 1.104  C21 1.055
20 H 0.470 2.333 -1.453  C18 1.089
21 C 3.039 -0.573 0.873  C10 1.199, H19 1.055
22 C -0.764 -1.294 -0.225  N9 1.286, C14 1.490
23 H -2.155 1.002 -1.071  C15 1.080
24 H 0.269 -1.568 1.532  N9 1.022

Maximum force (hartree/bohr): 0.02555
2S+1: 1
HOMO energy (eV): -7.57
Energy (eV): -10024.4712

The computed natural (NBO) charges, all in e, follow: atom 1 (C): -0.492, atom 2 (H): 0.231, atom 3 (H): 0.239, atom 4 (H): 0.198, atom 5 (H): 0.198, atom 6 (H): 0.172, atom 7 (C): -0.580, atom 8 (H): 0.208, atom 9 (N): -0.749, atom 10 (C): 0.033, atom 11 (H): 0.240, atom 12 (H): 0.195, atom 13 (H): 0.407, atom 14 (C): -0.729, atom 15 (C): -0.306, atom 16 (H): 0.232, atom 17 (H): 0.225, atom 18 (C): -0.594, atom 19 (H): 0.235, atom 20 (H): 0.209, atom 21 (C): -0.293, atom 22 (C): 0.159, atom 23 (H): 0.195, atom 24 (H): 0.367